[1]
{"formula": "C17H24Cl2MoO2", "method": "ωB97M-V/def2-TZVPD", "multiplicity": 3, "total_charge": -2, "e_above_lowest_ev": 0.830, "symbols": ["C", "C", "C", "C", "C", "C", "C", "C", "C", "C", "Mo", "Cl", "Cl", "O", "H", "H", "H", "H", "H", "H", "H", "H", "H", "H", "H", "H", "H", "H", "H", "H", "O", "H", "C", "C", "C", "C", "C", "C", "C", "H", "H", "H", "H", "H", "H", "H"], "positions_angstrom": [[0.37729, -1.43281, -2.23111], [1.23614, -0.27541, -2.24854], [0.39619, 0.88750, -2.24210], [2.68056, -0.25014, -2.56290], [-0.97310, 0.46990, -2.27511], [-0.99743, -0.95961, -2.23680], [-2.23447, -1.78275, -2.21582], [0.79454, -2.86238, -2.27509], [0.85705, 2.29434, -2.43952], [-2.15818, 1.34480, -2.41894], [-0.02469, -0.40880, -0.23021], [3.89480, 1.57841, 0.15234], [1.97794, -1.30592, 0.67253], [-1.54371, 0.80893, 0.14412], [3.12114, -1.22493, -2.36821], [3.15458, 0.49294, -1.91262], [2.82521, 0.01281, -3.61534], [1.81863, 2.43634, -1.92680], [0.10707, 2.99638, -2.04959], [0.98902, 2.50817, -3.51279], [-1.95333, 2.28131, -1.91697], [-3.02078, 0.86944, -1.95861], [-2.39291, 1.55534, -3.46226], [-3.02009, -1.23798, -1.67791], [-2.05274, -2.73724, -1.70713], [-2.59133, -1.98084, -3.23322], [1.76901, -2.97519, -1.78941], [0.87610, -3.20780, -3.31447], [0.05902, -3.49205, -1.75623], [-1.63015, 1.40709, 0.90209], [-0.83072, -2.04979, 0.47757], [-1.72215, -2.37267, 0.73231], [0.75886, 1.21671, 1.84755], [0.32374, 0.80125, 3.16190], [-0.83932, -0.02198, 3.37971], [-1.26820, -0.39597, 4.65236], [-0.59713, 0.11159, 5.77446], [0.52707, 0.91431, 5.63052], [0.98628, 1.21787, 4.35002], [0.07506, 1.89476, 1.31400], [1.83021, 1.28814, 1.59049], [-1.41809, -0.36406, 2.51641], [-2.13357, -1.06313, 4.76332], [-0.93423, -0.16194, 6.76690], [1.03507, 1.31471, 6.51639], [1.86575, 1.86034, 4.23275]]}

---

[2]
{"formula": "C17H24Cl5KN3OTa", "method": "ωB97M-V/def2-TZVPD", "multiplicity": 1, "total_charge": 2, "e_above_lowest_ev": 0.134, "symbols": ["N", "C", "O", "K", "Ta", "N", "N", "C", "C", "C", "C", "C", "C", "C", "C", "H", "H", "H", "H", "H", "H", "H", "H", "H", "H", "H", "H", "H", "H", "H", "H", "H", "H", "C", "H", "H", "H", "C", "H", "H", "H", "Cl", "C", "C", "C", "Cl", "C", "Cl", "C", "Cl", "C", "Cl"], "positions_angstrom": [[-1.39596, -1.04371, 0.15801], [-2.20995, -1.82956, 0.63790], [-3.01274, -2.59031, 1.05322], [-2.05361, 0.77405, -2.53796], [0.18551, 0.12065, 0.03851], [-0.68975, 1.87746, 0.27688], [0.34611, -0.10739, -1.89916], [-1.35118, 2.25934, 1.57722], [0.49709, -1.16363, -2.97214], [-2.86582, 2.18091, 1.35745], [-0.93367, 3.68260, 1.95968], [-0.93625, 1.32622, 2.69320], [0.44374, -0.50121, -4.36375], [1.86415, -1.81834, -2.75100], [-0.62837, -2.17653, -2.80376], [-3.20664, 2.86058, 0.56265], [-3.38835, 2.46315, 2.28692], [-3.15624, 1.15549, 1.08592], [0.15794, 3.76676, 2.01011], [-1.34576, 3.91807, 2.95149], [-1.31386, 4.44022, 1.26467], [-1.22774, 0.28338, 2.50350], [-1.46907, 1.62880, 3.61028], [0.14069, 1.38850, 2.90895], [-0.43536, 0.14239, -4.55300], [0.41415, -1.29477, -5.12491], [1.34268, 0.09869, -4.55801], [2.68216, -1.09915, -2.90105], [1.99312, -2.63966, -3.47602], [1.94601, -2.22848, -1.73351], [-0.65916, -2.58889, -1.78657], [-0.44442, -3.01241, -3.49856], [-1.63962, -1.79966, -3.06198], [1.28476, 1.06089, -2.04496], [1.40495, 1.55575, -1.03734], [2.27938, 0.71918, -2.36817], [0.91689, 1.80763, -2.77819], [-0.87000, 2.95343, -0.77083], [-0.27843, 3.83601, -0.49596], [-0.47185, 2.65959, -1.75818], [-1.93797, 3.22279, -0.87557], [-0.57751, -2.06880, 3.09162], [1.08714, -1.80106, 2.68267], [1.42344, -0.93077, 1.59558], [2.79786, -0.65965, 1.43718], [3.22808, 0.53831, 0.24307], [3.81274, -1.26790, 2.20428], [5.44773, -0.89978, 1.88027], [3.45724, -2.17362, 3.23139], [4.67196, -2.90244, 4.18464], [2.08267, -2.43725, 3.46471], [1.61979, -3.52449, 4.70526]]}

---

[3]
{"formula": "C17H24ClGaN7O4S", "method": "ωB97M-V/def2-TZVPD", "multiplicity": 1, "total_charge": -1, "symbols": ["C", "C", "N", "Ga", "Cl", "C", "C", "N", "N", "N", "N", "C", "S", "H", "H", "H", "H", "H", "H", "H", "H", "H", "H", "H", "H", "H", "H", "C", "C", "C", "C", "C", "C", "N", "O", "O", "H", "H", "H", "H", "H", "C", "C", "C", "C", "C", "C", "N", "O", "O", "H", "H", "H", "H", "H"], "positions_angstrom": [[-0.07109, -2.84034, -2.02425], [0.73373, -1.57104, -1.94600], [-0.03930, -0.36412, -2.22926], [-1.69348, -0.06008, -1.34442], [-3.31168, -1.51392, -1.95053], [-1.77604, 0.28857, 0.62514], [-0.69543, -0.34474, 1.48252], [-0.98902, -0.11361, 2.94060], [-0.60095, -1.78488, 1.27634], [0.57886, 0.28086, 1.16518], [-2.32994, 1.70453, -2.13425], [-1.60389, 2.60442, -1.90996], [-0.66044, 3.86057, -1.52677], [0.58009, -3.70639, -1.91865], [-0.58786, -2.90032, -2.97562], [-0.82111, -2.90369, -1.24325], [1.52051, -1.65427, -2.70642], [1.27202, -1.49753, -0.99629], [0.54836, 0.41744, -1.95914], [-1.68848, 1.36876, 0.75364], [-2.75194, 0.00263, 1.01202], [-1.27038, 0.85774, 3.04924], [-1.83695, -0.62799, 3.16338], [-0.97265, -2.26770, 2.08198], [0.37145, -2.05883, 1.21491], [1.31977, -0.24877, 1.61162], [0.59818, 1.19556, 1.59819], [-5.26353, 5.40372, 1.60097], [-5.21561, 5.39857, 2.99020], [-4.19256, 4.73683, 3.64694], [-3.23016, 4.09154, 2.89118], [-3.25906, 4.08136, 1.51084], [-4.28989, 4.74463, 0.86481], [-2.13451, 3.39596, 3.59123], [-2.15246, 3.39856, 4.80834], [-1.28794, 2.85012, 2.91653], [-6.06382, 5.92403, 1.09140], [-5.97628, 5.91084, 3.56335], [-4.14082, 4.72019, 4.72448], [-2.50278, 3.57060, 0.93474], [-4.32245, 4.74257, -0.21567], [5.08263, -3.71831, -4.02711], [3.95890, -4.13183, -3.32587], [3.90660, -3.98411, -1.94968], [4.98642, -3.41822, -1.30226], [6.11789, -3.00334, -1.97854], [6.16093, -3.15834, -3.35388], [4.92939, -3.24124, 0.16044], [3.93813, -3.63352, 0.73792], [5.88420, -2.71807, 0.70071], [5.11650, -3.82742, -5.10280], [3.11591, -4.56156, -3.84815], [3.03258, -4.29593, -1.39823], [6.94396, -2.56503, -1.44046], [7.03552, -2.83546, -3.90138]]}

---

Number 1: energy -49015.043 eV. Number 2: energy -105011.893 eV. Number 3: energy -112372.372 eV.